The following is a DFT calculation (the ωB97M-V functional and the def2-TZVPD basis) of a gas-phase ion, C8H11N2 (charge +1) at a distorted geometry.

Cartesian coordinates (Å):
N  0.29  0.72  -0.63
N  -0.03  -0.75  -2.23
C  -0.34  -0.40  -0.91
C  -1.42  0.56  0.89
C  -1.04  -0.85  0.35
C  -0.04  1.09  0.72
C  1.16  1.06  -1.65
C  0.70  0.22  1.76
C  0.11  -1.23  1.37
C  0.90  0.16  -2.67
H  -0.36  -1.61  -2.57
H  0.21  2.13  0.74
H  -0.44  -1.65  2.18
H  -1.88  0.56  1.97
H  0.80  -1.95  1.02
H  -2.08  0.91  0.16
H  0.48  0.51  2.81
H  1.84  0.15  1.65
H  -1.68  -1.66  0.34
H  1.60  2.10  -1.61
H  1.23  -0.06  -3.68

Results
E_HOMO = -0.5070 Ha
Net charge = +1
Energy above the lowest of the compared OMol25 structures with the same formula, charge and spin = 8.87 kcal per mole
Electronic energy = -420.68582 hartree
Structure (SMILES) = c1cn2c([nH+]1)[C@H]1CC[C@@H]2C1